1.
73
Properties=species:S:1:pos:R:3:forces:R:3:mulliken_charge:R:1 method="wB97M-V/def2-TZVPD" homo_lumo_gap_ha=0.2715 total_energy_ev=-178560.273 e_lumo_ev=-0.2391 spin_multiplicity=1 total_charge=0
C 1.940296 2.240539 0.979395 0.11 0.04 0.35 -0.967
P 1.749591 1.942155 -0.810792 0.94 -0.01 -0.29 0.014
O 0.377108 2.776873 -1.211482 -0.30 -0.10 -0.07 -0.347
P 1.086470 -0.222435 -1.070002 -0.09 1.04 0.26 0.414
Br 0.924264 -2.555086 -1.465339 0.07 -0.35 0.09 -0.471
C -0.705924 0.004342 -0.797780 -0.31 -0.58 0.09 -1.012
C -1.011009 0.430192 0.655474 -0.23 0.05 0.16 0.327
C -1.483476 1.871904 0.813757 0.16 0.20 -0.22 0.025
F -2.408675 1.953664 1.871743 -0.07 -0.32 -0.04 -0.465
O 2.258946 -0.488996 0.105198 0.00 -0.19 0.22 -0.367
N 2.016253 -1.402952 1.212964 0.43 -0.06 0.70 0.468
O 2.846703 -1.288409 2.024062 -0.68 0.01 -1.09 -0.370
H 2.078186 3.321454 1.115066 -0.11 -0.22 0.01 0.375
H 2.868687 1.734737 1.274978 -0.21 0.14 -0.01 0.402
H 1.121299 1.901437 1.619532 0.22 0.08 -0.03 0.207
H 0.638876 3.671839 -1.451826 -0.03 0.23 -0.11 0.288
H 1.513474 -0.151589 -2.391772 -0.05 -0.15 -0.23 0.176
H -1.221803 -0.935170 -1.021311 0.11 0.25 0.03 0.727
H -1.057471 0.746678 -1.528327 0.29 -0.02 0.20 0.528
H -0.151647 0.256307 1.312889 -0.16 -0.04 -0.03 0.349
H -1.821968 -0.211410 1.019684 0.13 0.10 -0.12 -0.401
H -1.978535 2.233363 -0.093178 -0.06 -0.12 0.17 0.386
H -0.680863 2.573670 1.054305 -0.20 -0.09 -0.10 -0.246
C 3.855741 5.406605 -5.256742 0.05 -0.01 -0.05 -0.937
S 2.256634 5.447631 -4.441616 -0.04 -0.03 -0.02 0.477
O 2.525800 5.418416 -2.981063 -0.08 -0.02 0.14 -0.583
C 1.767259 3.780551 -4.897316 0.00 -0.05 -0.05 -0.846
H 4.352264 6.350646 -5.043660 0.00 0.01 0.01 0.317
H 4.439290 4.578120 -4.856178 -0.01 0.00 0.02 0.300
H 3.710746 5.299039 -6.331642 0.01 0.01 0.00 0.366
H 2.508233 3.076408 -4.518654 0.00 0.02 0.03 0.258
H 1.676721 3.711345 -5.981384 -0.01 -0.01 0.00 0.411
H 0.801861 3.587123 -4.433471 0.00 0.00 0.01 0.235
C 4.061894 -7.032321 -2.751520 0.06 -0.03 -0.03 -0.973
S 3.077216 -6.221460 -1.486012 0.05 0.06 0.07 0.501
O 1.833184 -5.757637 -2.143975 -0.15 -0.11 -0.07 -0.575
C 4.128714 -4.775436 -1.319374 0.09 0.00 0.04 -0.726
H 3.539675 -7.943844 -3.033997 -0.01 0.00 0.00 0.322
H 4.149587 -6.370408 -3.612734 -0.02 0.01 0.00 0.298
H 5.043567 -7.278635 -2.346620 0.00 -0.01 -0.01 0.354
H 4.206559 -4.278798 -2.286050 -0.03 0.00 0.00 0.285
H 5.109422 -5.078455 -0.951433 0.00 0.01 0.00 0.417
H 3.648544 -4.110684 -0.604492 -0.02 0.01 -0.02 0.082
C -4.687506 -2.003019 1.683067 -0.08 0.11 0.04 -0.580
S -5.061389 -1.415263 0.032615 0.07 -0.08 -0.07 0.324
O -3.752488 -1.284718 -0.672218 0.04 0.07 0.02 -0.511
C -5.547751 0.247225 0.502129 -0.09 0.01 0.01 -0.709
H -4.337883 -3.027654 1.612043 -0.01 0.03 -0.05 0.014
H -3.903906 -1.381388 2.115020 0.02 -0.02 0.01 0.218
H -5.584822 -1.970946 2.301060 -0.02 0.00 -0.01 0.440
H -4.723878 0.724614 1.027390 0.10 0.04 0.06 0.037
H -6.436564 0.197184 1.131655 0.01 0.02 -0.01 0.389
H -5.774798 0.791223 -0.412895 0.01 -0.02 0.00 0.341
C -2.232776 4.812142 2.563006 0.03 0.09 0.09 -0.766
S -0.863839 5.929873 2.244504 -0.15 0.07 0.07 0.362
O 0.111685 5.171198 1.420757 0.15 -0.18 -0.13 -0.494
C -0.221054 5.930831 3.921155 0.01 0.01 0.05 -0.977
H -2.738115 4.638770 1.615336 0.01 -0.01 0.01 0.270
H -1.848936 3.869466 2.952175 -0.02 0.09 -0.02 0.136
H -2.921963 5.274494 3.269856 -0.01 0.02 -0.01 0.473
H 0.017810 4.908211 4.212460 0.00 -0.01 -0.02 0.291
H -0.961191 6.365093 4.593145 0.01 0.00 0.00 0.390
H 0.680376 6.539752 3.921934 0.01 0.00 -0.01 0.326
C -0.330878 -4.540955 2.628246 0.09 -0.01 -0.07 -0.850
S -2.074123 -4.495412 2.212993 0.08 -0.03 0.01 0.645
O -2.759908 -3.831823 3.356448 -0.05 0.02 0.09 -0.632
C -2.364478 -6.256760 2.403011 0.03 -0.07 -0.04 -1.027
H 0.036517 -3.517177 2.601620 -0.01 0.01 -0.02 0.173
H -0.216055 -4.958829 3.628082 -0.03 0.01 0.01 0.354
H 0.199329 -5.138449 1.886466 0.01 0.03 -0.01 0.352
H -2.094179 -6.556814 3.415108 -0.01 0.02 0.01 0.305
H -1.774942 -6.798840 1.663762 -0.02 -0.01 -0.01 0.371
H -3.423988 -6.433341 2.230766 0.00 0.01 0.00 0.313

***

2.
16
Properties=species:S:1:pos:R:3:forces:R:3:mulliken_charge:R:1 method="wB97M-V/def2-TZVPD" homo_lumo_gap_ha=0.3856 total_energy_ev=-21252.206 e_above_lowest_kj_mol=338.9 e_lumo_ev=0.7356 spin_multiplicity=1 total_charge=0
C -2.048874 0.565442 0.260180 1.26 -2.21 -0.87 -0.987
S -1.036455 -0.887008 -0.197243 0.90 1.18 -0.15 1.091
O -1.008710 -1.818321 0.895742 0.21 0.24 0.87 -0.611
O -1.392473 -1.457633 -1.464404 0.04 0.21 -1.20 -0.702
C 0.797606 0.053637 -0.487904 -4.64 -1.79 -2.20 0.346
O 0.868526 0.197433 -1.833958 -0.63 -1.23 -1.68 -0.578
C 1.206862 0.905926 0.611640 0.80 1.36 -1.36 -0.638
C 1.721490 -0.489729 0.388776 4.44 -1.89 2.96 -0.452
H -1.802024 1.338496 -0.404886 -0.57 0.91 -1.48 0.388
H -3.033799 0.333830 0.578839 -0.82 -0.06 -0.11 0.385
H -1.407131 0.770891 1.032745 0.77 0.93 2.80 0.311
H 0.478482 -0.657105 -2.291629 1.00 2.25 1.43 0.414
H 0.524342 1.187305 1.338873 -1.12 0.22 1.40 0.289
H 1.842226 1.740036 0.298403 0.14 -0.43 0.26 0.247
H 2.854375 -0.449307 0.231449 -1.82 -0.38 -0.42 0.245
H 1.435556 -1.333896 1.043380 0.04 0.70 -0.26 0.251

***

3.
17
Properties=species:S:1:pos:R:3:forces:R:3:lowdin_spin:R:1 method="wB97M-V/def2-TZVPD" homo_lumo_gap_ha="0.4065 / 0.1728" s2=0.76 total_energy_ev=-8295.286 e_above_lowest_kj_mol=282.0 e_lumo_ev="-7.8358 / -14.1897" spin_multiplicity=2 total_charge=+2
N -1.444205 -0.999700 1.011341 1.44 0.85 -0.82 0.709
C -2.161445 0.189317 0.789921 -0.84 2.05 -0.03 0.050
O -1.299840 1.365077 0.631799 -0.40 -2.24 0.47 0.165
H -1.106786 -1.505949 0.197000 -0.69 -1.05 -0.04 0.019
H -0.743815 -0.961195 1.727374 0.40 -0.37 1.30 0.014
H -2.713130 0.155231 -0.104166 -0.89 -0.47 -1.09 0.004
H -2.824718 0.391119 1.614401 -0.53 -0.18 0.57 0.029
H -1.388128 1.865760 1.437928 0.22 0.99 0.75 0.002
C 1.570686 -0.631677 -0.687850 3.37 0.22 0.44 0.001
C 2.830644 -0.156727 -0.689644 -1.06 -0.74 0.05 0.001
N 0.503491 0.286471 -0.974191 -1.11 0.62 0.91 0.006
H 1.342198 -1.673519 -0.456174 -0.27 0.36 -0.24 0.001
H 3.672214 -0.807318 -0.468972 -0.19 0.02 -0.02 0.000
H 3.078099 0.879453 -0.918293 -0.14 -0.13 0.00 0.000
H 0.847123 1.231588 -1.229921 -0.03 -0.48 0.15 0.000
H -0.024592 -0.055756 -1.763051 -0.56 0.04 -0.60 0.000
H -0.137795 0.427819 -0.117502 1.28 0.50 -1.80 0.000

***

4.
79
Properties=species:S:1:pos:R:3:forces:R:3:mulliken_charge:R:1 method="wB97M-V/def2-TZVPD" homo_lumo_gap_ha=0.3208 total_energy_ev=-45877.454 e_above_lowest_kj_mol=0.0 e_lumo_ev=-2.7197 spin_multiplicity=1 total_charge=+1
C -1.600234 5.777085 2.847797 0.77 -0.42 -0.27 -1.071
N -0.555878 5.414866 1.872910 0.05 0.01 -0.01 -0.425
C -1.139822 5.433664 0.562969 0.33 -0.30 0.31 -0.647
N -0.191291 5.031262 -0.466901 -0.81 -0.96 0.22 0.186
C 0.443426 3.688102 -0.558753 1.32 1.24 -0.47 -0.954
C 0.810614 3.587756 -2.074177 -1.17 0.55 0.92 0.655
C 2.048934 2.879234 -2.481768 0.42 -0.20 -0.03 -1.351
C 1.972042 2.064300 -3.764549 -0.28 0.23 0.62 -0.978
C 0.849132 1.064256 -3.807933 0.17 0.17 -0.20 -0.323
C 1.038937 0.165933 -4.994705 -0.02 -0.48 0.01 -0.848
O -0.101964 -0.634733 -5.332512 -0.23 0.36 -0.03 -0.371
C -0.792344 -1.058836 -4.259071 1.48 -4.18 1.98 0.155
O -0.515038 -2.127454 -3.667846 -1.43 3.84 -2.08 -0.495
N 0.721268 5.019639 -2.451416 0.06 -1.34 -1.28 -0.219
C -0.171973 5.568470 -1.653503 -0.51 1.59 0.23 0.292
N -0.966645 6.579792 -2.075072 0.45 0.03 0.22 -0.424
H -2.025868 6.714351 2.557685 -0.39 0.59 -0.11 0.388
H -2.351386 5.013225 2.941181 -0.64 -0.27 -0.03 0.428
H -1.141017 5.893448 3.805023 0.30 0.17 0.65 0.309
H -0.252624 4.477137 2.087946 0.16 -0.25 0.12 0.277
H -1.399897 6.450707 0.370221 -0.33 0.67 -0.23 0.244
H -2.044870 4.836236 0.494384 -0.33 -0.40 -0.21 0.412
H -0.191180 2.888963 -0.244602 -0.59 -0.34 0.30 0.324
H 1.323308 3.744251 0.050526 0.61 -0.39 0.41 0.438
H -0.050295 3.138406 -2.531844 -0.48 -0.52 -0.38 0.293
H 2.359278 2.243276 -1.676401 0.17 -0.53 0.53 0.503
H 2.823638 3.610133 -2.588744 0.66 0.49 0.03 0.390
H 1.896293 2.730978 -4.602254 0.12 0.32 -0.67 0.373
H 2.886255 1.512067 -3.827457 0.82 -0.15 -0.28 0.508
H 0.845839 0.515204 -2.882839 -0.25 -0.42 0.49 0.490
H -0.080997 1.575701 -3.949361 -0.81 0.30 0.16 0.403
H 1.875155 -0.492567 -4.844160 0.50 -0.40 0.15 0.366
H 1.248224 0.767031 -5.851280 0.05 0.33 -0.77 0.436
H -1.584250 -0.387073 -3.946475 -0.45 0.02 0.13 0.418
H 0.595900 5.200830 -3.432463 0.24 0.27 -0.30 0.343
H -1.098385 7.418392 -1.557229 -0.30 0.25 0.47 0.232
H -1.482944 6.468570 -2.918060 0.06 0.14 -0.62 0.209
O -3.609932 3.687866 4.722344 -0.12 0.27 -0.35 -0.555
C -2.785702 3.009416 5.265386 -0.18 -0.21 0.52 0.845
O -2.063250 2.147217 4.531266 0.28 0.06 -0.16 -0.380
C -0.990388 1.403232 5.130998 0.22 -0.16 -0.08 -0.416
C -1.485671 0.183720 5.869059 -0.14 0.09 0.14 -1.003
C -2.597771 3.041670 6.764004 0.24 0.23 0.01 -1.114
H -0.391515 2.054832 5.769536 0.00 -0.03 -0.07 0.381
H -0.361163 1.106699 4.293741 -0.02 0.01 -0.03 0.324
H -2.135790 0.461899 6.700390 0.09 -0.10 -0.03 0.278
H -0.648090 -0.387143 6.260227 0.11 -0.03 0.06 0.359
H -2.045752 -0.458793 5.199893 -0.12 -0.11 -0.13 0.320
H -3.366126 2.417875 7.215960 -0.06 -0.01 0.02 0.288
H -2.742887 4.064686 7.097557 -0.13 0.02 0.00 0.314
H -1.624599 2.701873 7.105318 -0.10 -0.01 0.06 0.366
O 2.605488 -2.427126 1.667263 -0.07 -0.02 0.46 -0.624
C 2.895375 -2.883019 0.595914 -0.10 -0.17 0.11 0.809
O 2.728572 -2.080937 -0.467620 0.00 0.26 -0.28 -0.384
C 3.154245 -2.457881 -1.775521 0.09 -0.02 -0.34 -0.449
C 2.129919 -3.295114 -2.508007 0.05 -0.05 0.24 -0.418
C 3.362440 -4.298878 0.405179 0.39 0.10 0.10 -0.576
H 4.135227 -2.931974 -1.735520 0.00 -0.02 0.01 0.406
H 3.290413 -1.503057 -2.284491 0.03 0.04 -0.06 0.204
H 1.954900 -4.254918 -2.022808 0.11 -0.03 0.01 0.053
H 2.467515 -3.482953 -3.527559 -0.04 0.01 -0.05 0.376
H 1.182098 -2.767772 -2.542260 0.04 -0.02 -0.06 0.156
H 2.493379 -4.954248 0.384536 0.05 0.04 -0.06 -0.091
H 3.990572 -4.560741 1.252814 -0.09 0.01 0.10 0.320
H 3.936078 -4.466365 -0.501877 -0.11 -0.04 -0.03 0.305
O 1.247135 -6.204873 -0.795708 0.14 0.11 -0.04 -0.561
C 0.215306 -6.677010 -0.399630 -0.20 0.13 0.02 0.735
O -0.260366 -7.752466 -1.031243 -0.06 -0.21 -0.04 -0.371
C -1.402239 -8.481250 -0.567363 -0.18 -0.11 0.04 -0.468
C -2.706791 -7.869231 -1.030290 0.09 0.12 -0.04 -0.945
C -0.568564 -6.045724 0.729544 0.11 -0.23 0.14 -0.990
H -1.361943 -8.600147 0.515341 0.00 0.03 0.02 0.389
H -1.277427 -9.470460 -0.998792 0.02 -0.05 -0.04 0.309
H -2.846916 -6.864996 -0.631214 -0.02 -0.01 0.06 0.274
H -3.545465 -8.485265 -0.709170 -0.01 -0.04 0.01 0.352
H -2.720278 -7.799291 -2.116554 -0.02 -0.03 -0.04 0.303
H -1.144818 -5.217649 0.320588 -0.02 0.04 -0.03 0.251
H 0.137678 -5.650420 1.454576 0.05 0.10 -0.05 0.324
H -1.242241 -6.723888 1.244930 -0.05 0.03 -0.06 0.336

***

5.
43
Properties=species:S:1:pos:R:3:forces:R:3:mulliken_charge:R:1 method="wB97M-V/def2-TZVPD" homo_lumo_gap_ha=0.3411 total_energy_ev=-29127.843 e_above_lowest_kj_mol=460.9 e_lumo_ev=-2.9867 spin_multiplicity=1 total_charge=+1
O -1.417954 1.675555 -0.323147 -0.38 0.82 0.53 -0.663
H 2.423027 1.089759 3.150542 0.29 0.52 1.66 0.283
O 3.560570 -3.197060 -1.417933 -1.11 -1.05 0.72 -0.683
H -0.675073 -3.309163 1.297672 0.73 -1.14 0.56 0.293
H 0.247444 2.086533 0.251238 -0.61 0.78 0.91 0.546
O -1.589133 -1.866182 3.304675 -0.69 -0.69 3.85 -0.628
H 1.156692 3.937796 -3.355457 0.63 0.44 -0.21 0.337
H -0.913009 -1.223242 3.209847 0.51 0.83 -0.52 0.381
O -1.202117 -2.552872 1.115079 0.02 0.21 -1.60 -0.545
H -5.008053 -2.523565 0.459406 0.95 0.00 -0.52 0.335
H -1.858063 -2.884751 0.518627 -0.79 -0.16 -0.97 0.216
O 0.683676 -3.150661 -1.673512 -0.23 -0.10 -0.02 -0.598
H 0.768010 -4.101735 -1.840613 -0.12 0.41 0.03 0.256
H 1.573346 -2.801952 -1.810423 0.29 -0.23 0.10 0.383
O -0.089336 0.350301 3.825425 -0.18 1.72 -0.29 -0.660
H 0.791756 1.588466 -0.967177 0.42 0.87 -0.53 0.517
H 0.139205 2.846998 -3.473962 -0.20 0.30 -0.07 0.337
O 3.416168 1.803370 -0.568584 1.92 0.26 -1.75 -0.615
H 2.644561 2.218594 -0.920311 -0.18 0.10 0.48 0.331
H 3.413107 -4.156249 -1.553796 0.35 0.80 0.13 0.329
O 2.947822 1.130529 2.378001 -2.14 -1.62 -2.81 -0.601
H 3.788733 1.499441 2.278883 1.71 1.07 1.22 0.287
H 0.249579 3.153755 -0.917546 1.06 -1.03 0.62 0.462
O -4.195011 -2.128610 0.063324 -1.07 -0.45 0.60 -0.613
H -2.332002 1.969324 -0.108366 0.88 -0.75 -0.39 0.263
H -1.229318 0.759774 -0.125919 -0.65 -0.63 0.76 0.187
O 0.464194 0.290072 -1.923446 1.35 0.51 0.83 -0.644
H 0.236638 -1.391739 1.024243 -0.54 1.24 0.10 0.234
H -2.094383 -2.022224 2.543934 -0.31 0.12 -1.37 0.331
O 0.242812 3.758415 -3.156003 -0.40 -0.90 0.55 -0.658
H -0.624006 0.919339 3.227227 0.44 -0.79 0.26 0.302
H -3.469459 2.780575 -2.739265 -0.01 -0.88 0.94 0.299
O -3.246963 2.157238 -2.004593 -0.79 0.37 -0.85 -0.560
H -4.346434 -1.208368 0.280551 0.22 0.42 -0.02 0.289
H -3.982986 1.522370 -1.919768 0.29 0.60 -0.44 0.294
O 0.229154 -0.402363 1.141508 2.06 -0.27 0.46 -0.400
H 4.123540 -2.920744 -2.118753 0.86 0.29 -0.92 0.331
H 1.042691 -0.218354 1.705238 -1.34 -0.21 -1.01 0.299
O 0.859181 2.512293 -0.389315 -1.25 -0.71 -1.89 -0.551
H 0.604034 -0.486359 -1.366289 0.58 -0.32 0.13 0.280
H -0.149495 0.871597 4.640961 0.13 -0.52 0.15 0.293
H -0.472750 0.277476 -1.979115 -1.72 0.31 -0.62 0.387
H 3.289604 1.346622 0.236908 -0.97 -0.51 1.22 0.335

***

6.
7
Properties=species:S:1:pos:R:3:forces:R:3:mulliken_charge:R:1 method="wB97M-V/def2-TZVPD" homo_lumo_gap_ha="0.2960 / 0.2870" total_energy_ev=-22066.247 e_above_lowest_kj_mol=176.8 e_lumo_ev="-0.8172 / -1.1872" spin_multiplicity=1 total_charge=0
C 1.198341 -0.428821 0.106244 -1.38 -0.01 1.39 -0.997
O -1.338951 1.720047 -0.977212 0.09 0.85 -1.16 -0.370
S -1.092229 1.053807 0.278209 0.61 -1.22 1.03 0.300
I -2.505685 -0.942737 0.214349 0.03 -0.10 0.18 0.006
H 1.315219 -0.026553 -0.856189 0.22 0.15 -1.11 0.387
H 0.650030 -1.344972 0.312370 0.24 0.18 -0.40 0.351
H 1.773275 -0.030768 0.922226 0.20 0.16 0.06 0.323